# 1
101
Properties=species:S:1:pos:R:3 method="wB97M-V/def2-TZVPD" e_above_lowest_kcal_mol=0.0 lumo_energy_ev=-1.087 homo_ev=-6.32 gap_ev=5.237 multiplicity=1 energy_ha=-7096.64168
I 6.540 -4.849 -5.300
I -7.201 -3.250 -5.776
I -7.377 2.737 6.626
I 6.821 2.898 6.373
Br -2.042 -7.447 3.705
Ti -0.126 -0.840 0.481
N 1.963 -1.070 0.727
N -0.109 -1.970 1.986
N 0.530 1.134 0.401
N -0.190 -1.551 -1.274
N -0.535 0.401 2.246
N -2.234 -0.367 0.467
C -3.852 1.266 3.609
C -5.858 0.800 4.867
C 1.128 -0.321 3.643
C -1.477 0.882 3.197
C 2.783 -0.810 1.813
C 0.596 2.665 2.211
C -4.357 0.345 0.879
C 1.593 3.207 0.081
C 3.432 0.453 3.876
C 5.033 2.256 4.019
C 2.373 -0.271 3.117
C -5.695 -2.664 -4.454
C -0.905 -2.664 -3.162
C -4.595 -2.882 -2.338
C -3.687 -1.887 -2.689
C 0.250 1.434 1.667
C 1.208 1.968 -0.385
C -4.356 -0.298 -0.357
C -3.808 -1.284 -3.936
C -4.876 2.998 4.947
C 5.370 1.847 5.303
C -0.396 -3.642 3.733
C -5.595 -3.275 -3.213
C -4.855 0.385 4.007
C 4.085 -1.619 0.163
C -0.855 -4.893 4.119
C 3.239 -2.759 -2.394
C 0.492 0.580 4.663
C 2.229 -2.112 -1.507
C 3.741 -4.022 -2.101
C -2.741 0.821 2.729
C 2.753 -1.567 -0.269
C 5.128 -3.950 -4.053
C 4.646 -2.687 -4.360
C 4.073 1.554 3.311
C -1.417 -5.737 3.179
C 3.705 -2.099 -3.526
C -0.520 -3.222 2.407
C -5.864 2.107 5.334
C -3.873 2.571 4.089
C -1.080 -4.096 1.467
C -0.772 1.063 4.491
C 3.787 0.055 5.158
C -1.342 -1.851 -2.035
C -0.031 -0.903 2.930
C 1.272 3.552 1.391
C -2.610 -1.473 -1.744
C 4.756 0.746 5.875
C 4.681 -4.622 -2.925
C 0.933 -2.148 -1.912
C 4.098 -1.133 1.469
C -1.523 -5.347 1.851
C -3.063 0.300 1.389
C -3.047 -0.718 -0.584
C -4.805 -1.668 -4.822
C 0.421 -2.834 -3.090
H -1.178 -3.779 0.435
H 4.922 -1.992 -0.404
H -3.102 3.263 3.773
H -1.252 1.617 5.288
H 3.303 -0.809 5.598
H 5.029 0.423 6.870
H 1.029 0.824 5.571
H 4.955 -1.038 2.116
H 1.421 1.620 -1.388
H -5.205 0.801 1.363
H -0.813 -1.104 3.661
H -3.110 -0.504 -4.216
H -1.958 -6.017 1.122
H -4.516 -3.353 -1.365
H 1.046 -3.394 -3.768
H -6.291 -4.054 -2.930
H -0.759 -5.213 5.147
H 1.564 4.519 1.779
H -4.846 -0.633 3.638
H 3.392 -4.540 -1.216
H 2.127 3.889 -0.564
H -4.887 -1.192 -5.790
H 0.352 2.905 3.232
H -4.887 4.018 5.306
H 5.522 3.113 3.575
H -6.630 0.108 5.175
H -5.196 -0.440 -1.017
H 4.998 -2.164 -5.238
H 3.820 1.855 2.302
H 5.061 -5.607 -2.691
H 0.088 -3.006 4.464
H 3.322 -1.113 -3.758
H -1.576 -3.059 -3.908

=====

# 2
9
Properties=species:S:1:pos:R:3 method="wB97M-V/def2-TZVPD" e_above_lowest_kcal_mol=0.0 lumo_energy_ev="-4.330 / -8.769" homo_ev="-14.48 / -16.78" gap_ev="10.149 / 8.010" multiplicity=3 energy_ha=-341.36354 charge=+1
O -2.274 -0.375 0.714
O -4.703 0.423 -0.265
O 1.034 -0.081 -0.198
C -3.660 0.042 -0.357
C -0.170 0.308 -0.032
C -1.085 -0.701 0.295
H 1.848 0.437 -0.442
H -0.581 1.302 0.164
H -0.836 -1.739 0.340

=====

# 3
91
Properties=species:S:1:pos:R:3 method="wB97M-V/def2-TZVPD" lumo_energy_ev=-2.670 homo_ev=-9.35 gap_ev=6.679 multiplicity=1 energy_ha=-4245.69175
Hg 2.599 0.679 -1.727
S -0.208 -0.658 -0.078
S 3.144 2.481 1.181
S -0.684 -0.299 -2.343
S 1.416 3.585 0.025
F 0.518 3.186 -1.246
F -0.014 -0.144 -3.831
F 1.167 -0.382 0.724
F 4.388 1.614 0.699
O 1.524 2.676 -6.727
O 3.592 -0.969 -0.470
O 1.896 1.914 -3.590
O 2.404 -0.837 3.165
O -4.811 4.755 -2.418
O -2.195 -4.026 -1.861
O 0.802 -3.848 -2.962
O -1.036 0.395 0.389
O 3.823 3.702 1.498
O -2.514 -4.378 1.775
O -2.099 0.170 3.116
O 0.503 3.547 1.128
O -4.794 2.994 0.114
O 2.789 -0.937 -3.626
O 2.724 -3.338 1.660
O -1.455 0.923 -2.417
O -1.293 -1.588 -2.548
O -0.435 -2.047 0.171
O 2.033 4.818 -0.369
O 2.563 1.734 2.268
N 2.420 2.281 -0.223
N 0.634 -0.364 -1.557
C 3.653 -1.014 3.829
C 3.857 0.125 4.816
C -4.055 4.284 -3.544
C -2.040 -3.192 3.826
C -3.780 2.770 -3.459
C -0.912 0.782 3.615
C -3.403 3.181 0.494
C -2.821 -4.284 3.157
C -1.127 2.212 4.071
C 1.893 -5.527 1.480
C 0.254 2.047 -6.583
C 1.595 -4.148 1.979
H -3.878 -4.015 3.258
H -0.185 2.759 4.131
H -0.279 0.801 2.720
H -2.511 -3.529 1.328
H -2.605 -2.735 4.637
H -0.318 2.362 -5.703
H -4.262 2.315 -4.327
H 4.820 -0.005 5.324
H 2.792 -2.551 2.213
H 3.046 0.290 5.525
H 0.411 0.994 -6.339
H -0.345 0.165 4.318
H 4.401 -0.999 3.027
H -5.061 5.672 -2.549
H -1.653 2.756 3.283
H -2.392 -3.918 -0.928
H 2.038 -1.450 -3.286
H 2.826 -5.944 1.856
H -4.333 2.360 -2.615
H -2.609 -5.263 3.582
H 2.482 2.327 -4.240
H -2.722 2.561 -3.569
H 1.989 -5.495 0.391
H -0.344 2.130 -7.489
H -1.770 2.241 4.950
H -3.131 4.862 -3.474
H -2.878 2.391 -0.050
H -3.312 3.062 1.569
H 4.038 1.137 4.442
H -1.748 -2.410 3.125
H 1.083 -6.230 1.680
H 0.716 -3.686 1.523
H -1.951 -0.003 2.183
H 4.433 -1.353 -0.195
H -3.012 4.117 0.095
H -2.062 -3.122 -2.198
H -4.599 4.476 -4.470
H 0.681 -4.557 -2.322
H 1.497 -4.113 3.069
H 1.345 3.622 -6.770
H 2.915 -1.491 -0.004
H 1.172 1.540 -4.113
H -0.080 -3.691 -3.315
H -4.885 3.528 -0.684
H 2.332 0.053 2.794
H -1.108 -3.613 4.212
H 3.609 -1.975 4.339
H 2.892 -1.241 -4.535